[1]
An isolated molecule of C5H8O2, computed with wB97M-V/def2-TZVPD.

```
15
Properties=species:S:1:pos:R:3:forces:R:3:nbo_charge:R:1
O 3.116 0.241 0.526 -0.6 -0.1 -0.1 -0.511
C 1.935 0.135 0.332 0.4 0.0 0.1 0.616
C 0.887 -0.905 0.720 -0.1 -0.2 0.0 -0.524
C -0.117 -0.186 -0.231 -0.2 -0.3 -0.4 -0.253
C -1.566 0.090 0.181 0.0 0.0 0.0 -0.063
O -2.451 -0.630 -0.694 -0.1 0.4 0.3 -0.720
C 0.908 0.972 -0.428 -0.1 0.1 -0.1 -0.530
H 0.654 -0.855 1.790 -0.1 0.0 -0.1 0.234
H 1.139 -1.936 0.466 0.0 0.1 0.1 0.239
H -0.315 -0.781 -1.144 0.9 0.3 0.3 0.225
H -1.788 1.167 0.165 0.0 -0.2 0.0 0.167
H -1.774 -0.275 1.193 0.0 0.0 -0.2 0.185
H -2.488 -0.175 -1.547 0.0 -0.1 0.3 0.464
H 0.680 1.894 0.122 -0.1 -0.2 0.0 0.233
H 1.180 1.241 -1.450 0.0 0.0 0.1 0.236
```
Positions in Å, forces in eV/Å.

The HOMO-LUMO gap is 10.4 eV. As for the SMILES: O=C1CC(CO)C1. The total charge is 0.


[2]
A structure of composition C44H43BrMnN7O4S3, computed with wB97M-V/def2-TZVPD.

```
103
Properties=species:S:1:pos:R:3:forces:R:3:mulliken_charge:R:1
Mn -0.628 -0.458 -0.485 -0.5 0.2 0.0 1.549
O -3.657 0.827 -3.067 0.1 0.0 0.1 -0.734
C -4.653 1.283 -2.274 0.0 0.0 0.1 0.443
C -5.771 1.858 -2.877 0.0 0.0 0.0 -0.517
C -6.802 2.366 -2.106 0.0 0.0 0.0 -0.447
C -6.739 2.302 -0.719 0.0 0.0 0.0 -0.933
C -5.632 1.719 -0.123 0.0 0.0 0.0 -0.342
C -4.579 1.208 -0.875 0.0 0.0 0.0 -0.273
C -3.365 0.627 -0.166 0.0 -0.1 0.0 0.091
O -2.553 -0.107 -1.004 0.0 0.1 -0.1 -0.291
N -2.666 1.776 0.450 0.0 0.1 0.0 -0.318
N -1.386 1.480 0.825 0.2 -0.1 -0.1 0.594
C -0.597 2.457 1.038 0.0 0.0 0.0 -1.466
C 0.801 2.270 1.396 0.0 0.0 -0.1 0.867
Br 1.375 0.483 1.637 0.1 -0.1 0.1 0.230
C 1.679 3.259 1.520 0.0 0.0 0.0 -0.873
C 3.120 3.079 1.807 0.0 0.0 0.0 0.268
C 3.639 3.390 3.060 0.0 0.0 0.0 -0.295
C 4.988 3.202 3.324 0.0 0.0 0.0 -0.601
C 5.828 2.707 2.337 0.0 0.0 0.0 -0.566
C 5.315 2.397 1.084 0.0 0.0 0.0 -0.552
C 3.966 2.581 0.820 0.0 0.0 0.0 -0.050
H -3.029 0.372 -2.421 0.0 0.0 0.0 0.243
H -5.812 1.888 -3.959 0.0 0.0 0.0 0.494
H -7.664 2.806 -2.590 0.0 0.0 0.0 0.415
H -7.546 2.689 -0.113 0.0 0.0 0.0 0.412
H -5.571 1.657 0.958 0.0 0.0 0.0 0.421
H -3.708 -0.006 0.669 0.0 0.0 0.0 0.132
H -2.668 2.579 -0.177 0.0 0.0 0.0 -0.136
H -0.927 3.489 0.922 0.0 0.0 0.0 0.175
H 1.304 4.268 1.370 0.0 0.0 0.1 0.461
H 2.984 3.778 3.831 0.0 0.0 0.0 0.448
H 5.384 3.449 4.300 0.0 0.0 0.0 0.414
H 6.882 2.570 2.540 0.0 0.0 0.0 0.409
H 5.966 2.013 0.310 0.0 0.0 0.0 0.433
H 3.560 2.333 -0.154 0.0 0.0 0.0 0.483
C -1.304 -0.894 3.396 0.0 0.0 0.0 -0.818
C -1.726 -1.991 2.480 0.0 0.0 0.0 0.071
N -1.537 -2.024 1.186 0.0 0.0 0.1 0.852
C -2.071 -3.175 0.631 0.0 0.0 0.0 -0.307
C -2.631 -4.032 1.524 0.0 0.0 0.0 -0.400
S -2.540 -3.370 3.095 0.0 0.0 0.0 -0.221
C -2.019 -3.346 -0.824 0.0 0.0 0.0 -0.792
C -2.694 -4.255 -1.575 0.0 0.0 0.0 -0.493
S -2.331 -4.012 -3.226 0.0 0.0 0.0 -0.222
C -1.298 -2.706 -2.819 0.0 0.0 0.0 0.214
N -1.229 -2.485 -1.539 0.1 0.1 0.0 0.738
C -0.604 -1.870 -3.839 0.0 0.0 0.0 -0.602
H -1.461 0.068 2.912 0.0 0.0 0.0 -0.075
H -0.243 -0.982 3.635 0.0 0.0 0.0 0.045
H -1.870 -0.931 4.325 0.0 0.0 0.0 0.565
H -3.102 -4.980 1.329 0.0 0.0 0.0 0.478
H -3.383 -5.016 -1.252 0.0 0.0 0.0 0.462
H -0.536 -2.381 -4.798 0.0 0.0 0.0 0.527
H 0.393 -1.611 -3.484 0.0 0.0 0.0 -0.049
H -1.158 -0.938 -3.976 0.0 0.0 0.0 -0.097
C -2.706 3.039 -6.119 0.0 0.0 0.0 -1.586
C -2.435 3.252 -4.670 0.0 0.0 0.0 0.939
C -3.167 4.048 -3.842 0.0 0.0 0.0 -1.102
C -2.814 4.080 -2.481 0.0 0.0 -0.1 1.239
N -1.801 3.386 -1.983 0.0 0.0 0.0 -0.179
C -1.071 2.600 -2.798 -0.2 -0.1 0.1 -0.532
S 0.209 1.618 -2.303 0.1 -0.1 0.0 -0.316
N -1.397 2.581 -4.129 0.0 0.0 0.0 0.188
C -3.618 4.890 -1.516 0.0 0.0 0.0 -1.240
H -3.470 3.727 -6.470 0.0 0.0 0.0 0.387
H -3.060 2.018 -6.275 0.0 0.0 0.0 0.349
H -1.803 3.184 -6.713 0.0 0.0 0.0 0.419
H -4.007 4.613 -4.216 0.0 0.0 0.0 0.430
H -0.838 1.962 -4.701 0.0 0.0 0.0 0.311
H -4.099 5.735 -2.002 0.0 0.0 0.0 0.475
H -2.988 5.238 -0.700 0.0 0.0 0.0 0.291
H -4.403 4.251 -1.100 0.0 0.0 0.0 0.146
C 4.231 -0.791 3.507 0.0 0.0 0.0 -0.288
O 3.253 -1.746 3.096 0.0 0.0 0.0 0.046
C 3.440 -3.031 3.465 0.0 0.0 0.0 0.937
C 4.401 -3.459 4.377 0.0 0.0 0.0 -0.898
C 4.492 -4.801 4.718 0.0 0.0 0.0 -0.784
C 3.637 -5.737 4.159 0.0 0.0 0.0 -0.768
C 2.697 -5.322 3.231 0.0 0.0 0.0 -0.614
C 2.607 -3.987 2.871 0.0 0.0 0.0 0.260
N 1.594 -3.601 1.944 -0.1 0.0 0.0 0.299
C 1.670 -2.873 0.841 0.1 0.0 0.0 -0.665
C 2.757 -2.350 0.149 0.0 -0.1 0.0 1.017
C 4.119 -2.734 0.351 0.0 0.1 0.0 -0.579
C 5.097 -2.275 -0.467 0.0 0.0 0.0 -1.125
C 4.760 -1.396 -1.534 0.0 0.0 0.0 -0.637
C 3.480 -1.004 -1.770 0.0 0.0 0.0 -0.993
C 2.413 -1.445 -0.925 0.0 0.0 -0.1 -0.693
O 1.232 -1.031 -1.126 0.3 -0.2 0.0 0.435
H 3.958 0.147 3.032 0.0 0.0 0.0 -0.634
H 5.224 -1.096 3.171 0.0 0.0 0.0 0.509
H 4.224 -0.667 4.591 0.0 0.0 0.0 0.433
H 5.071 -2.745 4.830 0.0 0.0 0.0 0.459
H 5.239 -5.111 5.436 0.0 0.0 0.0 0.422
H 3.707 -6.781 4.430 0.0 0.0 0.0 0.405
H 2.034 -6.038 2.760 0.0 0.0 0.0 0.483
H 0.673 -3.958 2.158 0.0 0.1 0.0 0.330
H 0.699 -2.679 0.402 0.0 0.0 0.0 1.105
H 4.364 -3.429 1.141 0.0 0.0 0.0 0.425
H 6.123 -2.583 -0.329 0.0 0.0 0.0 0.455
H 5.551 -1.033 -2.180 0.0 0.0 0.0 0.470
H 3.228 -0.331 -2.579 0.0 0.0 0.0 0.502
```
Positions in Å, forces in eV/Å.

The spin multiplicity is 6. The HOMO-LUMO gap (alpha / beta) is 7.1 / 7.1 eV. Its expectation value of S² is 8.755. The total charge is +1.


[3]
An isolated molecule of C20H24BrN3O3S2, computed with wB97M-V/def2-TZVPD.

```
53
Properties=species:S:1:pos:R:3:forces:R:3:nbo_charge:R:1
O -0.971 -1.184 -2.812 0.3 0.1 -0.3 -0.635
C -1.233 -1.464 -1.659 0.2 -0.4 0.3 0.718
C -0.130 -1.815 -0.661 0.1 0.2 -0.3 -0.310
C 0.148 -0.607 0.242 0.0 -0.2 0.2 -0.429
C 1.332 -0.892 1.164 -0.5 0.4 0.2 -0.220
N 2.517 -1.287 0.434 0.6 0.6 -0.5 -0.677
S 3.373 0.001 -0.199 0.4 0.2 1.0 2.339
O 2.549 1.103 -0.596 -0.2 0.0 0.1 -0.932
O 4.345 -0.514 -1.111 0.0 -0.3 -0.1 -0.929
C 4.221 0.514 1.276 -0.2 -0.2 -0.4 -0.559
C 4.066 1.670 1.978 -0.2 -0.1 -0.4 -0.196
C 4.904 1.741 3.110 0.3 -0.3 0.1 -0.296
C 5.675 0.624 3.227 -0.1 -0.2 -0.3 -0.309
Br 6.921 0.279 4.574 0.0 0.0 0.0 0.126
S 5.397 -0.530 1.962 0.1 0.5 0.5 0.527
C 2.303 -2.407 -0.462 0.1 -0.3 -0.6 -0.229
C 1.151 -2.153 -1.429 -0.1 -0.1 0.2 -0.415
N -2.518 -1.481 -1.223 -0.5 0.0 -0.1 -0.444
C -3.018 -1.739 0.104 0.0 -0.1 0.2 -0.235
C -3.612 -0.428 0.710 0.0 -0.1 0.1 -0.222
N -3.612 0.638 -0.264 -0.2 0.1 0.0 -0.456
C -2.491 1.476 -0.334 0.1 0.3 0.0 0.254
C -2.022 2.074 0.839 0.0 0.0 0.0 -0.281
C -0.924 2.911 0.820 0.0 -0.1 0.1 -0.200
C -0.275 3.192 -0.370 0.1 0.1 -0.1 -0.245
C -0.754 2.636 -1.542 0.1 0.1 0.0 -0.171
C -1.848 1.791 -1.531 -0.2 -0.1 0.0 -0.303
C -4.267 0.210 -1.478 -0.1 0.0 0.0 -0.231
C -3.564 -1.016 -2.115 0.1 0.0 -0.3 -0.253
H -0.421 -2.682 -0.057 0.0 0.0 0.0 0.203
H 0.394 0.254 -0.381 -0.2 0.0 0.0 0.251
H -0.720 -0.350 0.848 0.0 0.0 0.0 0.214
H 1.586 0.005 1.733 -0.2 -0.1 0.2 0.220
H 1.093 -1.699 1.866 0.1 0.1 0.0 0.198
H 3.374 2.435 1.676 -0.2 0.2 -0.1 0.248
H 4.938 2.568 3.795 0.0 0.1 0.1 0.240
H 3.237 -2.551 -1.006 -0.1 -0.2 0.0 0.242
H 2.108 -3.290 0.156 0.1 0.1 0.0 0.195
H 1.403 -1.313 -2.078 0.0 -0.1 -0.1 0.234
H 0.992 -3.030 -2.057 0.0 0.0 -0.1 0.223
H -3.806 -2.498 0.021 0.1 0.0 0.1 0.193
H -2.236 -2.135 0.745 0.0 0.0 0.0 0.215
H -3.039 -0.127 1.585 -0.1 0.0 0.0 0.211
H -4.646 -0.606 1.027 0.1 0.0 0.1 0.196
H -2.530 1.891 1.775 -0.1 0.0 0.0 0.208
H -0.580 3.353 1.745 0.0 0.0 0.1 0.210
H 0.592 3.834 -0.385 0.1 0.1 0.0 0.216
H -0.260 2.845 -2.479 0.1 0.0 -0.1 0.219
H -2.170 1.357 -2.463 0.0 -0.1 -0.1 0.222
H -5.295 -0.053 -1.205 0.0 0.1 -0.1 0.197
H -4.311 1.047 -2.173 -0.1 -0.1 0.0 0.219
H -3.089 -0.768 -3.064 -0.1 -0.1 0.1 0.252
H -4.279 -1.829 -2.282 0.0 0.0 0.0 0.191
```
Positions in Å, forces in eV/Å.

The HOMO-LUMO gap is 8.2 eV. As for the SMILES: O=C(C1CCN(S(=O)(=O)c2ccc(Br)s2)CC1)N1CCN(c2ccccc2)CC1. The total charge is 0.


[4]
An isolated molecule of C4H8N2O, computed with wB97M-V/def2-TZVPD.

```
15
Properties=species:S:1:pos:R:3:forces:R:3:nbo_charge:R:1
H -0.087 2.107 0.122 2.7 0.2 -0.5 0.364
N -0.933 1.663 0.214 -5.5 -1.8 0.5 -0.733
C -1.191 0.444 -0.161 -0.8 5.8 0.9 0.409
N -2.503 -0.113 -0.279 -0.5 -2.4 4.6 -0.801
C -0.114 -0.328 -0.525 4.3 -3.6 1.8 -0.325
C 0.744 -0.848 0.752 -0.1 -0.5 0.1 -0.440
C 1.455 -0.260 -0.398 -1.3 1.1 -3.9 0.082
O 2.001 0.992 -0.112 5.5 -0.7 -0.6 -0.715
H -2.306 -1.190 0.150 -1.2 3.5 -1.6 0.360
H -3.254 0.340 0.485 2.9 -1.2 -2.7 0.400
H -0.256 -1.160 -1.108 -0.8 -1.8 -1.7 0.208
H 0.820 -1.955 1.182 -0.3 2.7 -1.0 0.236
H 0.707 0.129 1.358 0.0 -2.4 0.4 0.262
H 1.819 -0.600 -1.520 -0.4 -0.2 3.5 0.216
H 3.099 0.777 -0.159 -4.6 1.3 0.4 0.477
```
Positions in Å, forces in eV/Å.

The HOMO-LUMO gap is 9.5 eV. As for the SMILES: [H]/N=C(/N)[C@@H]1C[C@@H]1O. The total charge is 0.


[5]
A structure of composition C5H11CdO3, computed with wB97M-V/def2-TZVPD.

```
20
Properties=species:S:1:pos:R:3:forces:R:3:nbo_charge:R:1
O -2.445 -0.549 -1.504 1.1 0.7 0.2 -0.923
C -2.691 -0.548 -0.161 0.2 -0.2 0.0 -0.070
C -2.100 0.668 0.558 -0.7 0.2 0.1 -0.090
O -0.719 0.866 0.227 0.1 0.0 1.9 -0.674
C 0.305 0.663 1.181 0.0 0.3 0.1 -0.080
C 1.331 -0.270 0.579 0.3 -0.4 0.4 -0.099
O 1.601 0.168 -0.750 1.7 -0.5 1.2 -0.635
C 2.738 -0.448 -1.344 0.4 -0.2 -0.1 -0.255
Cd -0.153 0.710 -1.768 -2.7 0.0 -3.6 0.866
H -2.292 -1.461 0.349 0.0 0.1 0.0 0.101
H -3.777 -0.511 0.105 0.2 0.0 -0.1 0.134
H -2.182 0.587 1.654 -0.1 0.2 -0.3 0.169
H -2.572 1.577 0.158 -0.2 -0.2 0.4 0.189
H -0.070 0.236 2.119 0.0 0.1 -0.2 0.204
H 0.748 1.650 1.379 0.0 -0.3 0.1 0.191
H 0.956 -1.305 0.544 0.1 0.2 0.0 0.193
H 2.252 -0.240 1.179 -0.1 0.0 -0.1 0.192
H 2.754 -0.159 -2.400 0.0 -0.1 0.3 0.216
H 3.650 -0.093 -0.847 -0.2 -0.1 -0.1 0.185
H 2.668 -1.542 -1.258 0.0 0.2 -0.1 0.187
```
Positions in Å, forces in eV/Å.

The spin multiplicity is 2. The HOMO-LUMO gap (alpha / beta) is 7.0 / 6.9 eV. Its expectation value of S² is 0.754. The total charge is 0.


It is found that the E values, taken in the order of the records, are -345.75131; -7306.24268; -4536.88713; -341.79009; -590.41152 Eh.
It is found that the relative energy (zero: lowest compared OMol25 entry of this formula, charge and spin) values, taken in the order of the records, are 33.66; 3.87; 24.42; 134.01; 0.00 kcal per mole.